DFT (ωB97M-V/def2-TZVPD) results for a structure of composition C5H8O.

The geometry in ORCA input format:
```
! wB97M-V def2-TZVPD RIJCOSX def2/J DEFGRID3
* xyz 0 1
O 1.641 0.046 -0.136
C -0.650 -0.684 0.004
C -0.747 -0.330 1.473
C -0.257 0.309 -1.066
C 0.663 -0.822 -0.702
C 0.860 1.195 -0.537
H 0.625 1.853 0.307
H -1.397 -1.388 -0.363
H -1.419 0.519 1.638
H 1.382 1.757 -1.318
H -1.122 -1.179 2.052
H -0.836 0.482 -1.966
H 0.242 -0.066 1.861
H 1.015 -1.692 -1.248
*
```

As for the largest force on an atom: 0.4 eV/A. The calculation puts the LUMO energy at 1.117 eV. As for the gap between HOMO and LUMO: 10.37 eV. As for the calculated total energy: -7359.902 eV. Its relative energy (zero: lowest compared OMol25 entry of this formula, charge and spin) is 2.354 eV.



DFT (ωB97M-V/def2-TZVPD) results for a cluster of 6 separate species, C2H14O6 in total at a distorted geometry.

The geometry in ORCA input format:
```
! wB97M-V def2-TZVPD RIJCOSX def2/J DEFGRID3
* xyz 0 1
O 0.459 0.066 -1.947
O 0.869 2.288 -0.125
O 2.021 -1.459 0.542
O 3.257 1.023 0.171
O -2.185 -3.664 0.606
O -2.278 0.998 2.257
C -1.752 0.371 -1.115
C -0.665 -0.368 -1.315
H 2.439 1.508 0.384
H -1.252 -3.614 0.398
H 3.757 1.398 -0.550
H 2.631 -0.693 0.505
H 1.193 -0.535 -1.910
H -1.928 1.274 -1.676
H -2.348 1.192 3.203
H -2.481 -0.129 -0.470
H -2.265 -2.964 1.260
H -0.471 -1.370 -0.899
H 0.414 3.130 -0.013
H 2.443 -2.116 -0.016
H -2.273 1.722 1.615
H 0.413 1.943 -0.907
*
```

As for the structure (SMILES): C=CO.O.O.O.O.O. As for the largest force on an atom: 1.9 eV/A. The calculation puts the LUMO energy at 0.403 eV. As for the gap between HOMO and LUMO: 9.54 eV. As for the calculated total energy: -14585.073 eV. Its relative energy (zero: lowest compared OMol25 entry of this formula, charge and spin) is 0.929 eV.



DFT (ωB97M-V/def2-TZVPD) results for the molecule C3H7N3O2 at a distorted geometry.

The geometry in ORCA input format:
```
! wB97M-V def2-TZVPD RIJCOSX def2/J DEFGRID3
* xyz 0 1
O 0.778 1.135 1.011
O 0.108 -0.116 -2.306
N -1.787 -0.041 0.603
N 0.198 0.318 2.068
N -0.066 0.023 -0.928
C -0.801 -0.225 1.600
C 0.906 -0.750 -0.294
C -1.452 0.222 -0.605
H 0.999 -1.857 -0.778
H 2.038 -0.257 -0.526
H -0.994 -1.238 2.190
H 1.392 1.698 1.585
H 0.015 0.827 -2.884
H -2.057 0.591 -1.419
H 0.724 -0.331 0.684
*
```

As for the structure (SMILES): CN(O)/C=N\C=N/O. As for the largest force on an atom: 7.6 eV/A. The calculation puts the LUMO energy at 0.495 eV. As for the gap between HOMO and LUMO: 9.02 eV. As for the calculated total energy: -11781.503 eV. Its relative energy (zero: lowest compared OMol25 entry of this formula, charge and spin) is 9.810 eV.



DFT (ωB97M-V/def2-TZVPD) results for the ion C9H20NO2 with charge +1 at a distorted geometry.

The geometry in ORCA input format:
```
! wB97M-V def2-TZVPD RIJCOSX def2/J DEFGRID3
* xyz 1 1
O 0.456 -0.141 -1.962
O -2.748 -1.555 -0.630
N -1.112 -0.537 1.283
C 2.743 -0.423 0.487
C -1.721 1.821 0.754
C 0.422 -0.576 1.533
C 1.550 1.789 -0.820
C 0.693 0.451 -0.746
C 1.004 -2.065 -0.427
C -1.454 0.391 0.186
C 1.208 -0.704 0.143
C -2.538 -0.108 -0.682
H 0.074 -2.399 -0.287
H 1.240 -1.959 -1.443
H -3.512 0.423 -0.487
H 1.868 1.834 -1.929
H 3.230 -1.283 0.889
H -0.794 2.158 1.186
H 2.822 0.424 1.249
H 1.737 -2.735 0.057
H 0.890 2.669 -0.711
H -1.892 2.605 0.052
H 2.320 1.862 -0.135
H -2.517 1.905 1.497
H -2.270 0.164 -1.756
H 0.539 -1.294 2.229
H -1.632 -0.361 2.139
H -1.459 -1.254 0.722
H 0.173 0.521 -2.634
H 0.761 0.335 2.020
H -3.337 -1.911 -1.318
H 3.253 -0.043 -0.458
*
```

As for the largest force on an atom: 4.9 eV/A. The calculation puts the LUMO energy at -2.971 eV. As for the gap between HOMO and LUMO: 9.17 eV. As for the calculated total energy: -15232.375 eV. Its relative energy (zero: lowest compared OMol25 entry of this formula, charge and spin) is 2.836 eV.